[1]
2 unconnected molecules or ions with the total composition C5H6O, computed with wB97M-V/def2-TZVPD.

Last column: Mulliken charge in e.
Positions of all 12 atoms, in Å:
O: 0.335 1.335 1.920  -0.51
C: 0.023 0.578 1.032  0.59
C: -0.995 0.821 -0.058  -0.61
C: -1.136 -0.325 -0.727  -0.22
C: -0.203 -1.360 -0.171  -0.23
C: 0.503 -0.840 0.835  -0.61
H: 1.608 1.386 -1.089  0.01
H: -1.497 1.769 -0.209  0.37
H: -1.818 -0.520 -1.548  0.42
H: -0.145 -2.374 -0.551  0.41
H: 1.273 -1.300 1.443  0.37
H: 2.053 0.831 -0.877  0.01

Atoms 1-6, force components in eV/Å:
O -0.0753 -0.2888 -0.4391
C 0.0422 0.2089 0.3273
C -0.0305 -0.1175 -0.0918
C -0.0430 0.1430 0.0734
C 0.0730 0.0092 0.1484
C -0.0523 -0.0791 -0.1078

Results
DFT total energy = -269.27496 Eh
SMILES = O=C1C=CC=C1.[H][H]
LUMO level = -0.720 eV
multiplicity = 1
Kohn-Sham gap = 0.32097 hartree
HOMO = -9.454 eV


[2]
4 unconnected molecules or ions with the total composition C2H11NO4 in a non-equilibrium geometry, computed with wB97M-V/def2-TZVPD.

Last column: Mulliken spin population.
Positions of all 18 atoms, in Å:
C: -1.319 0.780 -1.479  0.09
C: -1.191 0.229 -0.073  0.00
N: -0.341 -0.711 0.161  0.03
O: -1.965 0.734 0.758  0.86
H: -1.098 -0.064 -2.135  0.02
H: -2.268 1.258 -1.640  0.00
H: -0.453 1.424 -1.661  0.00
H: 0.333 -1.009 -0.552  0.00
H: -0.262 -1.073 1.134  0.00
H: 1.821 0.608 -1.399  0.00
H: 2.318 -0.319 -2.511  0.00
O: 1.512 0.036 -2.115  0.00
H: -1.374 -1.011 3.305  0.00
H: -1.592 -2.426 2.759  0.00
O: -0.949 -1.710 2.779  0.01
H: 2.991 1.128 1.178  0.00
H: 1.515 1.036 1.009  0.00
O: 2.322 1.089 0.483  0.00

Atoms 1-6, force components in eV/Å:
C 0.7586 -0.1234 -0.1657
C 0.5679 -0.3373 -1.6513
N 0.8142 -0.6999 1.3025
O -0.6536 0.3638 0.8013
H -0.5466 -0.0813 -0.0459
H -0.2081 0.1622 -0.1892

Results
charge = +1
DFT total energy = -438.21602 Eh
LUMO level (alpha / beta) = -3.368 / -8.500 eV
multiplicity = 2
⟨S²⟩ = 0.75
Kohn-Sham gap (alpha / beta) = 0.44221 / 0.25338 hartree
HOMO (alpha / beta) = -15.402 / -15.394 eV


[3]
CH3N3S2 in the gas phase in a non-equilibrium geometry, computed with wB97M-V/def2-TZVPD.

Last column: Mulliken charge in e.
Positions of all 9 atoms, in Å:
C: 0.702 -0.383 -1.337  0.04
N: -0.410 -0.871 -1.010  -0.42
N: -0.324 -0.528 1.020  -0.12
N: -1.191 0.539 1.165  -0.36
S: 1.952 0.424 -0.386  -0.15
S: 1.168 -0.588 1.357  0.05
H: 0.900 -0.339 -2.363  0.43
H: -0.819 1.438 0.962  0.24
H: -1.978 0.309 0.592  0.28

Atoms 1-6, force components in eV/Å:
C -1.5778 -0.2387 1.3415
N 1.3915 0.5101 2.1500
N -3.4554 -0.6205 -2.3916
N 0.3336 -0.9614 0.6448
S -0.0264 -0.1463 0.6414
S 2.7715 0.3843 0.0570

Results
DFT total energy = -1000.40093 Eh
LUMO level (alpha / beta) = -0.730 / -0.729 eV
multiplicity = 1
Kohn-Sham gap (alpha / beta) = 0.29904 / 0.29904 hartree
HOMO (alpha / beta) = -8.867 / -8.866 eV


[4]
C32H33F3N6O4 in the gas phase in a non-equilibrium geometry, computed with wB97M-V/def2-TZVPD.

Last column: Mulliken charge in e.
Positions of all 78 atoms, in Å:
C: 0.616 0.471 -8.713  -1.05
H: 0.355 -0.583 -8.760  0.29
H: 1.129 0.665 -7.775  0.29
H: 1.298 0.692 -9.530  0.42
C: -0.635 1.349 -8.841  -0.72
N: -1.654 1.179 -7.827  0.04
C: -1.248 1.539 -6.485  -0.92
C: -2.486 1.611 -5.598  -0.65
N: -3.146 0.317 -5.576  0.37
C: -3.533 -0.051 -6.925  -0.86
C: -2.289 -0.121 -7.807  -0.73
H: -2.578 -0.390 -8.826  0.47
H: -1.623 -0.905 -7.407  0.32
H: -4.017 -1.031 -6.897  0.44
H: -4.238 0.680 -7.357  0.32
C: -4.276 0.318 -4.662  -1.31
C: -3.795 0.360 -3.237  0.60
C: -2.667 -0.377 -2.890  -0.74
C: -2.167 -0.393 -1.605  -0.72
C: -2.798 0.346 -0.606  0.87
C: -3.933 1.084 -0.930  -0.38
C: -4.427 1.087 -2.228  -0.64
C: -5.660 1.895 -2.519  0.63
F: -6.200 2.445 -1.420  -0.30
F: -6.643 1.167 -3.082  -0.26
F: -5.427 2.922 -3.361  -0.26
H: -4.437 1.658 -0.167  0.52
N: -2.354 0.391 0.712  -0.17
C: -1.314 -0.285 1.289  0.51
O: -0.572 -1.035 0.689  -0.67
C: -1.134 -0.002 2.745  0.76
C: -2.150 0.444 3.578  -1.07
C: -1.893 0.679 4.931  0.45
C: -0.622 0.463 5.448  -0.43
C: 0.390 -0.006 4.614  0.12
C: 0.133 -0.237 3.268  -1.04
H: 0.904 -0.604 2.608  0.50
N: 1.674 -0.266 5.085  -0.02
C: 2.181 -0.099 6.338  -0.02
O: 1.588 0.352 7.299  -0.71
C: 3.587 -0.541 6.427  0.52
N: 4.223 -1.069 5.441  -0.70
N: 5.482 -1.383 5.819  0.51
C: 5.730 -1.054 7.151  0.41
O: 6.759 -1.224 7.751  -0.62
C: 4.432 -0.452 7.652  -0.37
H: 4.570 0.574 7.997  0.30
H: 4.023 -1.018 8.490  0.32
C: 6.343 -1.997 4.893  0.77
C: 7.691 -2.186 5.174  -0.51
C: 8.503 -2.796 4.234  -0.61
C: 7.987 -3.214 3.020  -0.47
C: 6.644 -3.021 2.743  -0.62
C: 5.820 -2.417 3.672  -0.44
H: 4.773 -2.268 3.465  0.37
H: 6.232 -3.345 1.799  0.37
H: 8.628 -3.689 2.292  0.38
H: 9.549 -2.943 4.457  0.36
H: 8.099 -1.866 6.118  0.47
H: 2.323 -0.649 4.409  0.13
H: -0.397 0.639 6.485  0.84
O: -2.950 1.117 5.657  -0.47
C: -2.765 1.372 7.033  -0.84
H: -3.733 1.707 7.400  0.24
H: -2.464 0.468 7.570  0.34
H: -2.021 2.156 7.198  0.34
H: -3.165 0.588 3.241  0.51
H: -2.879 1.009 1.314  0.07
H: -1.292 -0.973 -1.362  0.58
H: -2.175 -0.936 -3.670  0.46
H: -4.830 -0.616 -4.807  0.42
H: -4.964 1.149 -4.882  0.47
H: -2.195 1.873 -4.578  0.43
H: -3.161 2.394 -5.984  0.28
H: -0.760 2.516 -6.512  0.44
H: -0.550 0.805 -6.048  0.33
H: -1.111 1.155 -9.807  0.39
H: -0.337 2.401 -8.821  0.38

Atoms 1-6, force components in eV/Å:
C -0.3150 0.1715 0.0297
H 0.0502 -0.1341 0.0047
H 0.1112 -0.0359 0.0811
H 0.1109 -0.0148 -0.0687
C 0.1987 -0.0503 -0.0909
N -0.0663 -0.0207 0.0733

Results
DFT total energy = -2168.35911 Eh
SMILES = CCN1CCN(Cc2ccc(NC(=O)c3cc(NC(=O)C4=NN(c5ccccc5)C(=O)C4)cc(OC)c3)cc2C(F)(F)F)CC1
LUMO level = -0.375 eV
multiplicity = 1
Kohn-Sham gap = 0.29619 hartree
HOMO = -8.434 eV


[5]
2 unconnected molecules or ions with the total composition C3H9NO3S in a non-equilibrium geometry, computed with wB97M-V/def2-TZVPD.

Last column: Mulliken charge in e.
Positions of all 17 atoms, in Å:
C: -1.490 -1.447 -0.142  -1.25
C: 0.823 -2.388 -0.649  -1.26
C: -0.035 -1.193 -0.370  0.86
N: 0.384 -0.001 -0.311  -0.55
O: -0.367 4.747 0.605  -0.49
O: 1.205 3.103 1.591  -0.48
O: -0.868 2.358 0.328  -0.49
S: 0.279 3.529 0.245  0.64
H: -1.756 -2.474 -0.377  0.34
H: -2.086 -0.765 -0.744  0.34
H: -1.730 -1.248 0.901  0.30
H: 0.504 -2.858 -1.579  0.32
H: 0.711 -3.120 0.149  0.32
H: 1.874 -2.113 -0.736  0.37
H: 1.383 0.112 -0.474  0.16
H: -0.532 1.464 0.092  0.55
H: 1.701 2.293 1.471  0.32

Atoms 1-6, force components in eV/Å:
C -0.1923 -0.0184 0.0029
C 0.2313 0.1503 -0.0210
C 0.2062 -0.1933 -0.0563
N 0.0323 0.5086 0.0567
O -0.2832 0.2748 0.5007
O -0.8841 0.9484 -0.1347

Results
DFT total energy = -798.34929 Eh
LUMO level = 0.370 eV
multiplicity = 1
Kohn-Sham gap = 0.36591 hartree
HOMO = -9.587 eV


[6]
2 unconnected molecules or ions with the total composition C5H15NO in a non-equilibrium geometry, computed with wB97M-V/def2-TZVPD.

Last column: Mulliken charge in e.
Positions of all 22 atoms, in Å:
C: -1.093 -2.091 1.312  -0.89
N: -1.409 -0.843 0.603  -0.21
C: -0.512 -0.264 -0.378  -0.43
C: 0.960 -0.375 0.064  0.81
C: 1.313 0.458 1.302  -1.51
C: 1.925 0.029 -1.077  -1.40
H: -0.612 -1.892 2.276  0.24
H: -2.078 -2.476 1.485  0.35
H: -0.387 -2.726 0.797  0.29
H: -1.943 -0.199 1.157  0.26
H: -0.590 -0.850 -1.299  0.30
H: -0.632 0.795 -0.580  -0.10
H: 1.206 -1.414 0.295  0.22
H: 2.208 0.086 1.806  0.34
H: 1.552 1.464 0.962  0.38
H: 0.602 0.553 2.125  0.35
H: 1.373 0.081 -2.021  0.36
H: 2.250 1.061 -0.936  0.29
H: 2.802 -0.596 -1.222  0.34
H: -1.949 2.209 -1.744  0.33
H: -1.006 2.686 -0.778  0.33
O: -1.054 2.591 -1.741  -0.68

Atoms 1-6, force components in eV/Å:
C -0.0245 1.8590 0.2993
N -0.1911 0.2828 -0.5637
C 1.5079 -1.1712 0.9412
C 1.0073 -0.1572 0.1000
C 0.2509 0.2038 0.2513
C -0.7557 0.6362 -0.3492

Results
DFT total energy = -329.45233 Eh
SMILES = CNCC(C)C.O
LUMO level = 0.733 eV
multiplicity = 1
Kohn-Sham gap = 0.32714 hartree
HOMO = -8.169 eV


[7]
C5H6O in the gas phase in a non-equilibrium geometry, computed with wB97M-V/def2-TZVPD.

Last column: Mulliken charge in e.
Positions of all 12 atoms, in Å:
O: 2.064 1.059 1.044  -0.45
C: 1.106 0.375 0.985  0.37
C: 0.348 0.363 -1.144  -0.70
C: -0.908 -0.341 -0.875  -0.39
C: -1.120 -0.561 0.442  -0.24
C: -0.088 -0.148 1.359  -0.46
H: 0.741 0.381 -2.157  0.38
H: 0.289 1.414 -0.792  0.23
H: -1.464 -0.822 -1.669  0.35
H: -1.981 -1.105 0.824  0.37
H: -0.142 -0.306 2.426  0.34
H: 1.154 -0.308 -0.444  0.19

Atoms 1-6, force components in eV/Å:
O -0.2295 -0.6180 0.4079
C 0.1132 1.0198 0.9863
C 0.7178 -0.6081 0.2664
C 0.0419 -0.3158 0.1938
C 0.1469 -0.1259 -0.2490
C 0.1923 0.0350 0.1848

Results
DFT total energy = -269.26383 Eh
SMILES = C/C=C\C=C=O
LUMO level = 0.905 eV
multiplicity = 1
Kohn-Sham gap = 0.33400 hartree
HOMO = -8.183 eV


[8]
C4H12N2O in the gas phase in a non-equilibrium geometry, computed with wB97M-V/def2-TZVPD.

Last column: Mulliken charge in e.
Positions of all 19 atoms, in Å:
N: -0.279 1.926 0.767  -0.73
C: 0.199 0.591 0.136  0.46
C: 0.244 -0.557 1.130  -0.71
C: 0.959 -1.773 0.564  -0.37
O: 2.361 -1.344 0.446  -0.54
C: -1.009 0.239 -0.867  -0.82
N: -1.389 1.330 -1.776  -0.61
H: 0.350 2.465 1.314  0.20
H: -0.569 2.559 0.077  0.24
H: 1.140 0.725 -0.491  0.29
H: 0.855 -0.418 2.015  0.26
H: -0.827 -0.672 1.302  0.34
H: 0.910 -2.656 1.128  0.43
H: 0.469 -2.134 -0.441  0.14
H: 2.968 -2.024 0.825  0.30
H: -0.991 -0.782 -1.329  0.27
H: -1.920 0.146 -0.199  0.36
H: -1.004 1.104 -2.712  0.25
H: -2.467 1.274 -1.890  0.25

Atoms 1-6, force components in eV/Å:
N 0.1535 -2.8164 0.2062
C -0.7118 2.0955 -1.7519
C 0.2186 -0.2159 -0.3554
C -0.0006 0.5938 -2.8387
O -0.2604 -1.2901 0.0963
C -1.2200 -0.1462 1.7917

Results
DFT total energy = -344.29951 Eh
SMILES = NC[C@@H](N)CCO
LUMO level = 0.924 eV
multiplicity = 1
Kohn-Sham gap = 0.36159 hartree
HOMO = -8.915 eV


[9]
A molecular structure, C20H28CoF3O2 in a non-equilibrium geometry, computed with wB97M-V/def2-TZVPD.

Last column: Mulliken spin population.
Positions of all 54 atoms, in Å:
O: 2.090 -1.217 -1.804  0.00
C: 1.909 -2.015 -3.007  0.00
C: 3.285 -1.665 -3.556  0.00
H: 1.066 -1.641 -3.604  0.00
H: 1.781 -3.080 -2.763  0.00
C: 3.436 -0.862 -2.256  0.00
H: 3.243 -1.033 -4.445  0.00
H: 3.980 -2.499 -3.647  0.00
C: 3.673 0.600 -2.535  0.00
H: 2.893 1.012 -3.182  0.00
H: 4.651 0.698 -3.041  0.00
H: 3.725 1.180 -1.606  0.00
C: 4.474 -1.410 -1.290  0.00
H: 4.339 -2.489 -1.153  0.00
H: 4.400 -0.895 -0.323  0.00
H: 5.481 -1.221 -1.683  0.00
Co: -2.148 0.375 1.603  2.42
C: -2.378 -0.414 4.072  0.11
C: -3.153 -0.750 2.911  -0.01
C: -2.252 -1.488 1.986  -0.06
H: -4.239 -0.730 2.831  0.00
C: -0.984 -1.624 2.686  0.14
C: -1.072 -0.930 3.914  0.03
H: -0.279 -0.859 4.657  0.01
H: -2.769 0.117 4.936  0.01
H: -2.603 -2.114 1.166  0.00
H: -0.171 -2.265 2.347  0.01
C: -2.174 2.652 3.512  0.15
C: -0.785 2.406 3.633  -0.01
C: -0.269 2.058 2.372  0.12
H: -0.207 2.498 4.558  0.00
C: -1.354 2.133 1.386  -0.04
C: -2.571 2.484 2.159  -0.05
H: -3.498 2.861 1.725  0.00
H: -2.836 2.983 4.312  0.01
H: 0.776 1.879 2.112  0.01
H: -1.214 2.357 0.329  0.00
O: 0.670 0.902 -2.512  0.00
C: 0.824 0.852 -1.085  0.00
C: 0.043 -0.329 -0.512  0.10
H: 0.442 1.802 -0.677  0.00
H: 1.881 0.792 -0.815  0.00
C: -0.838 -0.812 -1.680  0.00
H: -0.609 -0.009 0.342  -0.14
H: 0.717 -1.110 -0.148  0.00
C: -0.557 0.196 -2.803  0.00
H: -1.904 -0.781 -1.397  0.01
H: -0.608 -1.845 -1.984  0.00
H: -1.397 0.920 -2.811  0.00
H: -0.513 -0.279 -3.794  0.00
F: -4.190 -0.575 -0.208  -0.01
C: -3.800 0.599 0.378  0.20
F: -4.902 1.103 1.029  0.00
F: -3.505 1.483 -0.634  0.00

Atoms 1-6, force components in eV/Å:
O 1.2922 -0.9496 -1.2846
C -0.3950 -0.2261 0.2523
C -0.2056 0.0557 0.2232
H 0.1917 -0.2261 0.1998
H -0.1753 0.2625 -0.0460
C 0.5789 -0.1482 -0.0002

Results
charge = -1
DFT total energy = -2611.59266 Eh
LUMO level (alpha / beta) = 2.527 / 2.526 eV
multiplicity = 4
⟨S²⟩ = 3.79
Kohn-Sham gap (alpha / beta) = 0.20380 / 0.23948 hartree
HOMO (alpha / beta) = -3.019 / -3.990 eV


Question: What is the DFT total energy in the fifth record?
Answer: -798.34929 Eh